# 1
{
  "formula": "C6H7FO",
  "method": "ωB97M-V with the def2-TZVPD basis set",
  "elements": ["F", "C", "C", "C", "C", "C", "C", "H", "H", "H", "H", "H", "O", "H", "H"],
  "positions_angstrom": [[-1.25, 1.82, -1.64], [-0.83, 0.64, -1.06], [-1.52, 0.26, 0.11], [-1.28, -0.98, 0.74], [-0.15, -1.69, 0.31], [0.60, -1.26, -0.82], [0.24, -0.07, -1.52], [-2.42, 0.80, 0.44], [-1.96, -1.42, 1.48], [-0.04, -2.67, 0.78], [1.54, -1.77, -1.08], [0.92, 0.30, -2.30], [2.40, 2.20, 1.51], [1.53, 2.56, 1.81], [2.20, 1.27, 1.24]],
  "nbo_charge": [-0.3306, 0.3909, -0.2800, -0.1943, -0.2380, -0.1952, -0.2920, 0.2302, 0.2255, 0.2189, 0.2233, 0.2406, -0.9426, 0.4711, 0.4720],
  "orbital_gap_ha": 0.37869,
  "relative_energy_ev": 0.070
}


# 2
{
  "formula": "C2H4FNO",
  "method": "ωB97M-V with the def2-TZVPD basis set",
  "elements": ["O", "N", "C", "C", "H", "H", "H", "F", "H"],
  "positions_angstrom": [[0.79, -1.36, -0.35], [-0.29, -0.93, 0.05], [-1.35, -0.99, 0.82], [-1.02, 0.32, 0.22], [-2.12, -1.65, 1.17], [-1.50, 0.42, -0.78], [-0.42, 1.09, 0.73], [3.06, 1.49, -0.50], [2.86, 1.60, -1.36]],
  "nbo_charge": [-0.4150, 0.2039, -0.1176, -0.2888, 0.2282, 0.1842, 0.2051, -0.5526, 0.5526],
  "orbital_gap_ha": 0.36108,
  "relative_energy_ev": 5.375
}


# 3
{
  "formula": "C5H10O2",
  "method": "ωB97M-V with the def2-TZVPD basis set",
  "elements": ["C", "C", "O", "C", "C", "C", "O", "H", "H", "H", "H", "H", "H", "H", "H", "H", "H"],
  "positions_angstrom": [[0.52, 1.95, 0.65], [-0.37, 0.76, 0.26], [-0.24, 0.69, -1.16], [-0.65, -0.58, -1.62], [-0.33, -1.54, -0.48], [0.10, -0.76, 0.74], [1.32, -0.66, 1.36], [0.16, 2.87, 0.17], [1.55, 1.83, 0.30], [0.51, 2.13, 1.73], [-1.41, 0.99, 0.52], [-0.10, -0.81, -2.54], [-1.73, -0.57, -1.86], [-1.24, -2.06, -0.17], [0.44, -2.31, -0.56], [0.16, -2.25, 1.31], [1.58, 0.26, 1.48]],
  "nbo_charge": [-0.6590, 0.0482, -0.5264, -0.0878, -0.5274, 0.2470, -0.7078, 0.2437, 0.2163, 0.2160, 0.1787, 0.1944, 0.1666, 0.2245, 0.2482, 0.0486, 0.4762],
  "orbital_gap_ha": 0.32783,
  "relative_energy_ev": 5.869
}